a | Entry from the Open Molecules 2025 dataset: 4 unconnected molecules or ions with the total composition H7O3S (ωB97M-V with the def2-TZVPD basis set).

Output
Total charge: -1
HOMO-LUMO gap in eV: 7.74
HOMO energy in eV: -3.81
Spin multiplicity: 1

Bonds (Å) are listed after each position.
CARTESIAN COORDINATES (ANGSTROEM)
1 S 0.7414 1.4971 0.3681  H2 1.291
2 H 1.3130 1.8605 1.4673  S1 1.291
3 H -1.3248 -0.0531 -1.0085  O5 0.949
4 H -0.5532 -1.1003 -1.6188  O5 0.965
5 O -1.4527 -0.9446 -1.3069  H3 0.949, H4 0.965
6 H 2.4233 -1.7695 -0.6021  O8 0.980
7 H 1.4609 -0.3978 -0.5332  O8 1.019
8 O 1.6201 -1.3190 -0.9387  H6 0.980, H7 1.019
9 H -1.7177 -0.9474 0.6966  O11 0.971
10 H -0.8198 0.1025 1.4690  O11 1.078
11 O -1.7480 -0.4424 1.5257  H9 0.971, H10 1.078

---

b | Entry from the Open Molecules 2025 dataset: 4 unconnected molecules or ions with the total composition H7O3S (ωB97M-V with the def2-TZVPD basis set).

Output
Total charge: -1
HOMO-LUMO gap in eV: 6.77
HOMO energy in eV: -3.19
Spin multiplicity: 1

Bonds (Å) are listed after each position.
CARTESIAN COORDINATES (ANGSTROEM)
1 S 0.5136 -2.0950 -2.6073  H2 1.324
2 H 0.2401 -0.9774 -3.2621  S1 1.324
3 H 0.3750 -0.1088 3.0994  O5 0.973
4 H -0.7592 0.7500 2.9927  O5 0.968
5 O -0.1096 0.5128 3.6706  H3 0.973, H4 0.968
6 H 1.3371 -1.5745 0.8142  O8 0.953
7 H 0.5260 -0.6524 0.1069  O8 0.964
8 O 0.9277 -0.7299 0.9795  H6 0.953, H7 0.964
9 H -1.3298 1.3263 -2.5788  O11 0.951
10 H -0.6379 1.5514 -1.2636  O11 0.933
11 O -1.0829 1.9975 -1.9516  H9 0.951, H10 0.933

---

So which one wins? Going from most stable to least: a, b.